14
Properties=species:S:1:pos:R:3 method="wB97M-V/def2-TZVPD" multiplicity=3 e_homo_ev="-5.05 / -9.26" gap_ev="5.81 / 6.77" total_energy_ev=-77279.333
C -0.60 -1.60 0.32
C 0.34 -0.78 0.87
C -1.15 -0.89 -0.81
C 1.49 1.27 0.29
N -0.30 0.18 -1.03
N 0.45 0.31 0.12
Br -3.27 0.42 0.14
H -1.11 -2.61 0.61
H 0.96 -0.94 1.68
H -1.70 -1.05 -1.72
H 1.19 2.18 1.04
H 2.43 0.91 0.72
H 1.85 1.57 -0.71
H -0.59 1.01 -1.53